No. 1
# C25H35Br57N3

A molecular structure, C25H35Br57N3 (ωB97M-V/def2-TZVPD, the OMol25 dataset).

```
120
Properties=species:S:1:pos:R:3:mulliken_charge:R:1
C 3.33 3.74 -0.67 -1.3807
C 2.96 2.36 -1.26 1.3948
C 3.99 1.92 -2.30 -0.5035
C 4.42 0.44 -2.17 -1.0679
N 4.75 0.11 -0.80 0.7067
N 6.15 -0.09 -0.55 -0.5720
C 6.51 0.80 0.53 -0.6909
N 6.89 2.18 0.16 -0.1236
C 7.94 2.24 -0.85 -0.6680
H 2.42 4.28 -0.40 0.3336
H 3.92 4.31 -1.39 0.4881
H 3.90 3.61 0.24 0.1241
H 2.89 1.67 -0.43 0.2082
H 1.97 2.42 -1.72 -0.9164
H 3.57 2.06 -3.30 0.3352
H 4.90 2.52 -2.24 0.1638
H 5.30 0.31 -2.80 0.3560
H 3.67 -0.24 -2.59 0.2536
H 4.19 -0.66 -0.46 -0.4016
H 7.30 0.34 1.14 0.3306
H 5.61 0.90 1.16 0.2639
H 6.09 2.72 -0.10 0.0193
H 7.60 2.80 -1.73 0.2630
H 8.80 2.78 -0.44 0.3010
H 8.24 1.26 -1.20 0.0323
C -0.96 3.43 -2.67 -0.2004
Br -0.94 4.89 -1.41 0.0527
Br 0.55 3.49 -3.87 -0.0005
Br -1.07 1.77 -1.73 0.1167
H -1.87 3.51 -3.29 0.0167
C -3.12 0.16 -3.75 -0.1747
Br -4.66 -0.36 -2.71 0.2155
Br -2.90 -0.98 -5.28 -0.0408
Br -3.18 2.05 -4.20 -0.0213
H -2.28 0.01 -3.14 0.0631
C 3.77 -3.91 0.81 -0.3840
Br 2.83 -5.43 1.56 -0.1021
Br 2.57 -2.43 0.50 -0.0313
Br 5.28 -3.41 1.88 -0.0093
H 4.15 -4.21 -0.16 0.4336
C 5.45 -8.34 2.27 -0.0025
Br 4.05 -9.53 2.86 -0.0224
Br 6.30 -7.44 3.75 -0.0051
Br 6.74 -9.26 1.17 -0.0207
H 4.99 -7.58 1.66 0.0162
C 5.18 4.95 3.54 -0.4218
Br 6.00 5.36 1.85 -0.0108
Br 3.26 4.85 3.41 0.1312
Br 5.92 3.34 4.31 -0.0339
H 5.41 5.76 4.21 0.3422
C 0.06 5.23 5.84 -0.1641
Br 1.33 6.60 6.30 -0.0429
Br -1.60 5.45 6.79 -0.0694
Br -0.23 5.12 3.94 0.0308
H 0.48 4.29 6.14 0.1632
C -1.31 -6.79 -0.07 0.0068
Br -3.18 -6.36 0.07 0.1085
Br -1.00 -8.69 0.03 -0.0423
Br -0.50 -6.02 -1.64 -0.0131
H -0.82 -6.35 0.78 0.0464
C -8.42 -2.31 -3.82 -0.3674
Br -8.00 -1.92 -1.97 -0.0052
Br -10.30 -2.11 -4.18 -0.0261
Br -7.34 -1.26 -5.01 -0.0380
H -8.16 -3.35 -3.99 0.3643
C 0.29 1.10 2.94 -0.2695
Br 0.83 1.55 4.74 -0.0079
Br -1.63 1.17 2.73 0.2555
Br 1.20 2.16 1.62 0.1743
H 0.58 0.08 2.77 -0.0172
C -1.61 8.59 -0.25 -0.3631
Br -0.40 7.52 0.79 0.0111
Br -3.44 8.05 0.02 -0.0045
Br -1.36 10.47 0.06 -0.0283
H -1.38 8.40 -1.29 0.3249
C -3.80 -9.28 2.38 0.1886
Br -2.49 -8.86 3.73 -0.0059
Br -4.10 -11.18 2.25 -0.0291
Br -5.45 -8.33 2.67 -0.0243
H -3.41 -8.96 1.43 -0.2212
C -4.61 -1.45 4.47 0.4209
Br -6.05 -2.58 5.06 -0.0694
Br -3.80 -0.50 5.94 -0.0367
Br -3.30 -2.43 3.46 0.1403
H -5.03 -0.71 3.81 -0.4639
C -6.36 0.97 1.06 0.1319
Br -7.26 -0.53 1.87 -0.0415
Br -7.57 2.38 0.58 0.0302
Br -4.93 1.64 2.16 -0.0444
H -5.91 0.61 0.15 -0.1350
C 0.78 -3.71 4.75 -0.3029
Br 0.67 -1.81 4.49 0.1183
Br 0.56 -4.18 6.60 -0.0327
Br -0.47 -4.66 3.63 0.0236
H 1.77 -4.02 4.45 0.2615
C 9.28 -2.41 -1.39 -0.1995
Br 9.23 -3.81 -2.74 -0.0743
Br 8.05 -2.75 0.03 0.0698
Br 11.08 -2.12 -0.75 -0.0537
H 8.96 -1.50 -1.87 0.1806
C -6.79 -7.48 -1.03 -0.0676
Br -8.65 -7.06 -0.75 -0.0318
Br -6.43 -9.36 -0.87 -0.0103
Br -6.13 -6.78 -2.70 0.0347
H -6.23 -6.99 -0.24 0.0198
C -9.47 3.79 -2.99 -0.4302
Br -9.02 1.92 -3.15 0.1042
Br -10.63 4.11 -1.48 -0.0301
Br -7.89 4.90 -2.93 0.0004
H -10.02 4.06 -3.88 0.3507
C -0.90 13.22 -3.10 -0.3388
Br 0.16 13.60 -1.53 -0.0187
Br -0.98 11.33 -3.47 0.0171
Br -2.66 13.99 -2.97 -0.0053
H -0.41 13.69 -3.93 0.3319
C -2.62 -4.54 -4.88 -0.4814
Br -2.41 -6.46 -4.93 -0.0713
Br -3.42 -3.96 -3.22 0.2205
Br -0.95 -3.62 -5.20 -0.0535
H -3.29 -4.27 -5.67 0.4456
```

Values from the calculation:
Kohn-Sham gap (eV): 3.04
Total energy (eV): -4023376.9737
E_LUMO (eV): 0.76
Maximum force (eV/A): 1.755
Charge: -1
Multiplicity: 1
Highest occupied orbital energy (eV): -2.3


No. 2
# C25H35BrN2PRuSSe

A molecular structure, C25H35BrN2PRuSSe (ωB97M-V/def2-TZVPD, the OMol25 dataset).

```
67
Properties=species:S:1:pos:R:3:mulliken_spin:R:1
Ru 0.74 -0.04 -0.20 1.6219
C -1.53 1.03 -5.06 -0.0001
C -0.78 -0.04 -4.31 -0.0260
C -0.86 -1.38 -4.67 0.0059
C -0.13 -2.32 -3.97 0.0009
C 0.65 -1.88 -2.91 0.0120
Br 1.79 -3.13 -2.06 0.0036
N 0.70 -0.62 -2.51 0.0239
C 0.01 0.28 -3.23 0.0048
H -1.81 0.69 -6.05 -0.0003
H -0.94 1.94 -5.15 0.0001
H -2.46 1.29 -4.53 0.0000
H -1.48 -1.68 -5.50 -0.0001
H -0.14 -3.37 -4.24 0.0000
H 0.11 1.30 -2.89 0.0123
C 3.92 0.30 -1.73 -0.0059
C 4.06 -0.32 -0.37 0.0075
C 5.35 -0.40 0.21 -0.0039
C 5.50 -0.94 1.45 0.0017
C 4.38 -1.48 2.12 0.0047
C 4.48 -2.11 3.38 0.0158
C 3.37 -2.67 3.95 -0.0077
C 2.13 -2.62 3.28 0.0120
C 1.99 -2.00 2.06 -0.0240
S 0.46 -2.00 1.23 0.0644
C 3.13 -1.39 1.47 0.0115
N 2.99 -0.77 0.25 -0.0166
H 4.83 0.15 -2.32 -0.0002
H 3.76 1.37 -1.63 0.0016
H 3.07 -0.12 -2.25 -0.0015
H 6.21 -0.02 -0.34 0.0001
H 6.48 -1.00 1.92 -0.0001
H 5.45 -2.15 3.87 0.0011
H 3.44 -3.15 4.91 -0.0004
H 1.26 -3.09 3.72 0.0002
Se 1.47 2.19 -0.21 -0.6634
C -1.31 3.42 1.48 0.0081
C -2.11 2.52 0.54 0.0092
C -3.61 2.75 0.74 -0.0030
P -1.54 0.76 0.62 -0.0774
C -1.67 0.18 2.38 0.0108
C -2.99 0.47 3.10 -0.0015
C -0.47 0.64 3.22 0.0135
C -2.88 -0.16 -0.26 -0.0176
C -2.53 -1.65 -0.36 0.0126
C -3.03 0.43 -1.67 0.0031
H -1.46 4.47 1.20 0.0014
H -0.24 3.21 1.42 -0.0068
H -1.64 3.30 2.51 0.0014
H -1.86 2.80 -0.49 -0.0017
H -3.92 2.50 1.76 0.0002
H -4.23 2.17 0.05 -0.0001
H -3.83 3.81 0.58 0.0001
H -1.58 -0.90 2.26 0.0026
H -3.08 1.52 3.38 -0.0003
H -3.01 -0.11 4.03 0.0006
H -3.86 0.19 2.51 0.0002
H -0.63 1.64 3.62 0.0037
H 0.45 0.66 2.64 -0.0108
H -0.32 -0.05 4.05 -0.0010
H -3.82 -0.05 0.29 -0.0007
H -1.52 -1.77 -0.76 -0.0017
H -3.22 -2.16 -1.04 0.0011
H -2.56 -2.15 0.60 -0.0006
H -2.05 0.45 -2.16 -0.0022
H -3.42 1.44 -1.67 0.0001
H -3.69 -0.20 -2.28 0.0008
```

Values from the calculation:
⟨S²⟩: 1.2137
Kohn-Sham gap (spin up / spin down) (eV): 5.70 / 6.35
Total energy (eV): -187569.1729
E_LUMO (spin up / spin down) (eV): -0.86 / -0.18
Maximum force (eV/A): 1.800
Multiplicity: 2
Energy relative to the best compared isomer or geometry (same formula, charge and spin) (kcal per mole): 45.9
Highest occupied orbital energy (spin up / spin down) (eV): -6.6 / -6.5


No. 3
# C25H35GeIN3PbS

A molecular structure, C25H35GeIN3PbS (ωB97M-V/def2-TZVPD, the OMol25 dataset).

```
67
Properties=species:S:1:pos:R:3:mulliken_charge:R:1
Pb 0.78 0.10 1.03 0.7533
C 5.87 4.56 2.07 -1.1990
C 4.51 3.96 2.19 0.8471
C 3.38 4.72 2.49 -0.6984
C 2.17 4.05 2.58 -0.3735
N 2.06 2.74 2.39 -0.1745
C 3.20 2.11 2.10 0.4738
S 3.13 0.35 1.82 -0.5091
N 4.41 2.64 1.99 -0.5444
H 5.86 5.63 2.26 0.3594
H 6.27 4.37 1.08 0.2970
H 6.54 4.08 2.79 0.3094
H 3.44 5.79 2.65 0.3962
H 1.26 4.58 2.81 0.4429
C 0.14 1.92 -0.09 -1.2909
C 1.04 1.90 -1.28 0.3377
C 0.72 1.13 -2.40 -0.3735
C 1.59 1.07 -3.48 -0.6097
C 2.79 1.77 -3.45 -0.5027
C 3.11 2.54 -2.34 -0.7289
C 2.24 2.61 -1.26 0.1468
H -0.91 1.77 -0.33 0.7544
H 0.27 2.77 0.57 0.3011
H -0.22 0.59 -2.43 0.4266
H 1.33 0.47 -4.34 0.4119
H 3.46 1.72 -4.29 0.4052
H 4.04 3.09 -2.32 0.4275
H 2.50 3.22 -0.40 0.2732
C -2.06 -6.16 2.49 -1.3861
C -1.55 -4.73 2.33 -0.1288
C -0.07 -4.61 2.67 -0.6716
C 0.47 -3.18 2.54 -0.6786
Ge 0.67 -2.55 0.70 0.1514
C 2.32 -2.97 -0.28 -0.6609
C 2.65 -4.46 -0.32 -0.7581
C 3.31 -4.97 0.96 0.0375
C 3.58 -6.46 0.92 -1.4781
H -3.13 -6.23 2.25 0.3974
H -1.93 -6.52 3.51 0.3296
H -1.53 -6.84 1.83 0.3187
H -2.12 -4.06 2.99 0.2324
H -1.73 -4.39 1.31 0.2453
H 0.50 -5.30 2.03 0.1458
H 0.09 -4.96 3.69 0.4495
H 1.45 -3.08 3.02 0.5240
H -0.21 -2.50 3.06 0.3337
H -0.57 -2.82 -0.17 -0.0056
H 3.14 -2.41 0.16 0.3729
H 2.16 -2.57 -1.28 0.3865
H 3.33 -4.65 -1.15 0.4408
H 1.75 -5.06 -0.53 0.2808
H 2.68 -4.73 1.83 0.0052
H 4.25 -4.42 1.11 0.4119
H 2.66 -7.03 0.81 0.3057
H 4.07 -6.81 1.84 0.3892
H 4.23 -6.72 0.08 0.3691
I -2.76 -0.32 1.79 0.1048
C -1.55 0.15 3.43 0.1611
C -2.13 0.26 4.68 -0.5862
C -1.31 0.55 5.76 -0.2639
C 0.05 0.72 5.55 -1.0165
C 0.54 0.59 4.27 -0.0289
N -0.25 0.31 3.22 0.0415
H -3.20 0.12 4.80 0.4639
H -1.74 0.64 6.75 0.4117
H 0.72 0.94 6.36 0.4540
H 1.59 0.71 4.04 0.5400
```

Values from the calculation:
Kohn-Sham gap (eV): 8.12
Total energy (eV): -111657.4896
E_LUMO (eV): -2.93
Maximum force (eV/A): 0.141
Charge: +1
Multiplicity: 1
Energy relative to the best compared isomer or geometry (same formula, charge and spin) (kcal per mole): 0.0
Highest occupied orbital energy (eV): -11.0


No. 4
# C25H35NO6

A molecular structure, C25H35NO6 (ωB97M-V/def2-TZVPD, the OMol25 dataset).

```
67
Properties=species:S:1:pos:R:3:mulliken_charge:R:1
C -1.11 -4.84 -1.19 -1.4668
C -1.02 -3.80 -0.18 0.4341
H -1.95 -3.12 -0.24 -0.0113
H -1.05 -4.29 0.79 0.2533
O -0.04 -3.11 -0.52 -0.2980
C 0.03 -2.03 0.66 -0.5034
C 1.33 -1.36 0.48 0.9296
C 2.53 -1.75 1.07 -0.3710
C 2.91 -3.17 0.71 -0.5142
C 3.96 -3.25 -0.39 -0.5742
O 5.06 -2.30 -0.11 -0.4572
H 5.43 -2.78 0.55 0.2984
H 4.17 -4.42 -0.79 0.2516
H 3.49 -2.61 -1.20 0.2734
H 2.07 -3.80 0.42 0.3073
H 3.39 -3.70 1.78 0.2587
H 3.46 -1.29 1.13 0.5357
H 2.20 -1.79 2.32 0.1866
H 1.75 -1.35 -0.80 -0.3303
C 1.26 0.35 0.56 -2.2578
C 0.02 0.71 -0.42 -2.2765
C -1.16 0.08 -0.04 0.6920
O -1.06 -0.99 0.71 -0.3579
C -2.35 0.33 -0.80 0.6217
O -2.21 0.63 -2.42 -0.7818
N -3.37 0.37 -0.32 0.2188
C -3.59 -0.01 1.11 -0.5693
C -4.35 1.45 1.77 -0.3887
H -4.56 0.98 2.97 0.2642
C -3.70 2.63 1.79 -0.9329
H -4.34 3.47 2.25 0.2587
H -2.78 2.60 2.07 0.5701
C -3.54 3.28 0.33 -1.0338
H -2.76 2.62 -0.22 0.1269
H -3.32 4.22 0.43 0.8058
C -4.78 3.34 -0.54 -0.7799
C -4.72 2.04 -1.80 -1.7201
H -3.88 2.23 -2.00 1.0376
C -4.67 0.65 -1.09 -0.6676
H -5.64 0.47 -0.41 0.4836
H -4.54 -0.14 -1.82 0.5015
H -5.77 2.17 -2.03 0.3918
H -5.05 4.04 -1.08 0.8393
H -5.76 2.86 0.08 0.1809
H -5.51 1.40 1.33 0.2617
H -2.46 0.04 1.54 0.1882
H -4.04 -0.89 1.34 0.3878
H 0.23 1.42 -0.95 1.6454
C 2.56 1.08 -0.15 -0.2265
C 2.71 1.05 -1.35 0.4153
C 4.01 1.64 -1.95 -1.7039
C 4.84 2.25 -1.05 0.7129
C 4.70 2.28 0.27 0.5874
C 3.45 1.54 0.96 -0.9808
H 3.28 1.57 2.04 0.3986
O 5.54 2.99 1.25 -0.4390
C 6.41 3.23 0.00 -0.2699
O 5.91 2.88 -1.15 -0.3667
H 7.44 2.94 0.30 0.2400
H 6.67 4.38 0.37 0.2054
H 4.28 1.51 -3.04 0.2941
H 2.21 0.49 -2.00 0.9129
H 1.18 0.54 1.44 2.1857
H -0.06 -2.43 1.72 0.1384
H -1.19 -4.46 -2.20 0.3256
H -0.19 -5.48 -1.19 0.3204
H -1.99 -5.61 -1.10 0.3383
```

Values from the calculation:
Kohn-Sham gap (eV): 8.25
Total energy (eV): -40240.0872
E_LUMO (eV): 0.32
Maximum force (eV/A): 19.089
Multiplicity: 1
Energy relative to the best compared isomer or geometry (same formula, charge and spin) (kcal per mole): 628.4
Highest occupied orbital energy (eV): -7.9


No. 5
# C25H35O3Si

2 unconnected molecules or ions with the total composition C25H35O3Si (ωB97M-V/def2-TZVPD, the OMol25 dataset).

```
64
Properties=species:S:1:pos:R:3:mulliken_charge:R:1
C -3.80 2.62 2.23 -1.1679
C -2.95 1.89 1.22 -0.1036
C -2.31 0.63 1.81 -0.1178
C -1.65 -0.54 0.98 0.8602
C -1.62 -1.67 1.97 -1.9839
O -2.44 0.41 2.98 -0.6146
Si 1.13 3.84 3.70 0.5843
C -0.31 3.80 5.00 -1.1023
C 1.94 2.08 3.60 -0.7833
C 0.44 4.21 1.97 -0.8077
H -4.57 3.22 1.76 0.4178
H -4.26 1.87 2.87 0.3306
H -3.14 3.27 2.81 0.0879
H -3.54 1.57 0.37 0.4027
H -2.24 2.56 0.73 0.1021
H -2.34 -0.75 0.14 0.5436
H -1.43 -2.64 1.56 0.4548
H -0.86 -1.44 2.67 0.4535
H -2.56 -1.72 2.51 0.4586
H -0.10 4.39 5.83 0.4715
H -1.28 4.17 4.69 0.3465
H -0.62 2.85 5.44 0.3926
H 2.98 2.16 3.43 0.4681
H 1.92 1.39 4.43 0.4482
H 1.60 1.42 2.80 0.0215
H 1.14 4.50 1.27 0.4770
H -0.11 3.43 1.45 0.0079
H -0.25 5.02 1.89 0.4913
C 2.72 -6.82 -4.49 -0.8081
O 2.43 -6.95 -3.09 -0.4328
C 1.90 -5.92 -2.39 0.7535
C 1.85 -6.09 -0.97 -0.6594
C 1.46 -5.03 -0.16 -0.5885
C 1.08 -3.78 -0.71 0.6077
C 0.74 -2.65 0.13 -0.2430
C 0.14 -1.53 -0.36 -1.1235
C -0.32 -0.31 0.45 0.8077
C -0.08 0.86 -0.51 -0.1139
C 1.20 1.43 -0.59 -0.1058
C 1.43 2.49 -1.44 -1.0731
C 0.41 2.92 -2.31 0.7423
O 0.70 3.97 -3.14 -0.4654
C -0.18 4.19 -4.27 -0.8521
C -0.83 2.26 -2.33 -0.3798
C -1.05 1.21 -1.45 -0.7214
C 1.06 -3.66 -2.11 -0.5456
C 1.46 -4.70 -2.95 -0.6411
H 3.20 -7.76 -4.74 0.2445
H 1.81 -6.69 -5.08 0.3195
H 3.41 -5.99 -4.69 0.3475
H 2.16 -7.05 -0.56 0.3945
H 1.44 -5.17 0.92 0.3449
H 0.94 -2.73 1.19 0.4548
H -0.12 -1.50 -1.42 0.2061
H 0.37 -0.19 1.28 -0.1516
H 2.00 1.00 0.01 0.5863
H 2.40 2.99 -1.46 0.4862
H 0.30 4.99 -4.83 0.2649
H -0.26 3.29 -4.90 0.3613
H -1.18 4.50 -3.94 0.3143
H -1.62 2.54 -3.04 0.3638
H -1.97 0.62 -1.53 0.5053
H 0.76 -2.73 -2.57 0.3130
H 1.45 -4.57 -4.04 0.3477
```

Values from the calculation:
Kohn-Sham gap (eV): 2.16
Total energy (eV): -40502.2187
E_LUMO (eV): -7.22
Maximum force (eV/A): 6.553
Charge: +1
Multiplicity: 1
Energy relative to the best compared isomer or geometry (same formula, charge and spin) (kcal per mole): 115.2
Highest occupied orbital energy (eV): -9.4


No. 6
# C25H36AsInN3OS5

A molecular structure, C25H36AsInN3OS5 (ωB97M-V/def2-TZVPD, the OMol25 dataset).

```
72
Properties=species:S:1:pos:R:3:mulliken_charge:R:1
In -0.65 -0.24 0.27 0.7673
C 2.08 -3.25 1.37 -1.1020
C 0.99 -2.92 2.37 -0.7082
S 0.61 -1.17 2.64 0.2849
C 2.23 -0.40 2.90 -1.3807
C 2.90 0.14 1.65 0.6696
S 1.75 1.25 0.81 0.2787
C 2.71 1.83 -0.61 -0.7585
C 3.40 0.78 -1.46 -0.8123
S 2.24 -0.27 -2.39 0.1120
C 3.17 -1.82 -2.40 -0.9394
C 3.29 -2.52 -1.05 -1.1875
S 1.67 -2.60 -0.25 0.3323
H 2.20 -4.33 1.34 0.6072
H 3.04 -2.83 1.69 0.4184
H 1.23 -3.35 3.34 0.6467
H 0.03 -3.33 2.06 0.1008
H 2.88 -1.12 3.41 0.5776
H 2.04 0.41 3.60 0.4825
H 3.18 -0.66 0.97 -1.1497
H 3.79 0.71 1.93 0.6349
H 3.45 2.54 -0.23 0.4892
H 1.98 2.40 -1.19 0.3481
H 4.03 0.14 -0.85 0.3386
H 4.05 1.29 -2.17 0.5245
H 4.17 -1.65 -2.82 0.5082
H 2.64 -2.46 -3.11 0.4118
H 3.99 -1.99 -0.39 0.4504
H 3.68 -3.53 -1.19 0.5540
N -0.67 4.02 -0.99 -0.4307
C -0.99 2.80 -0.48 0.5088
S -0.86 1.45 -1.60 -0.3403
N -1.32 2.77 0.78 -1.2070
N -1.56 1.50 1.29 0.8206
C -2.25 1.47 2.37 -0.6557
C -2.69 0.29 3.08 0.8599
C -3.30 0.52 4.33 -0.7530
C -3.82 -0.51 5.08 -0.8739
C -3.74 -1.81 4.58 -0.5816
C -3.16 -2.06 3.35 -0.4330
C -2.62 -1.02 2.57 0.0731
O -2.08 -1.33 1.41 -0.4298
H -0.75 4.13 -1.99 0.2388
H -0.94 4.82 -0.43 0.2593
H -2.55 2.44 2.77 0.4383
H -3.36 1.54 4.69 0.3996
H -4.28 -0.32 6.04 0.4137
H -4.15 -2.63 5.15 0.4392
H -3.11 -3.07 2.95 0.4153
C -0.88 -2.36 -3.15 -1.0489
As -1.60 -2.18 -1.36 0.3651
C -3.43 -1.64 -1.70 -1.2201
C -1.76 -4.00 -0.67 -0.7084
C -2.63 -4.86 -1.53 0.2029
C -2.09 -5.56 -2.61 -0.2694
C -2.91 -6.33 -3.43 -0.7137
C -4.27 -6.42 -3.18 -0.4558
C -4.81 -5.73 -2.10 -0.7317
C -4.00 -4.96 -1.29 -0.2525
H -1.53 -3.01 -3.74 0.4748
H 0.11 -2.80 -3.09 0.2277
H -0.82 -1.38 -3.60 0.4162
H -3.91 -2.35 -2.37 0.4522
H -3.42 -0.65 -2.15 0.4319
H -3.96 -1.60 -0.75 0.3373
H -2.16 -3.88 0.34 0.2289
H -0.74 -4.39 -0.61 0.5588
H -1.03 -5.51 -2.80 0.3994
H -2.47 -6.87 -4.26 0.4015
H -4.90 -7.02 -3.82 0.3993
H -5.87 -5.80 -1.90 0.4089
H -4.43 -4.43 -0.44 0.4346
```

Values from the calculation:
Kohn-Sham gap (eV): 7.67
Total energy (eV): -153212.1645
E_LUMO (eV): -2.52
Maximum force (eV/A): 0.296
Charge: +1
Multiplicity: 1
Energy relative to the best compared isomer or geometry (same formula, charge and spin) (kcal per mole): 2.4
Highest occupied orbital energy (eV): -10.2